DFT (ωB97M-V/def2-TZVPD) results for a gas-phase ion, C5H15N2 (charge +1).

Geometry as XYZ:
```
22
Properties=species:S:1:pos:R:3:forces:R:3
N 0.1934 -0.2818 0.8114 -0.6 -0.3 -1.1
N 0.6971 -0.0924 -1.7846 -0.3 -0.2 0.9
C -0.2403 1.0445 0.1957 1.3 -1.5 -0.1
C -1.2885 -0.9433 2.6797 0.1 1.0 -0.1
C -0.9445 -1.1794 1.2158 0.6 -0.3 0.7
C 1.9122 0.5510 -2.2571 -0.5 0.9 -0.4
C -0.3558 0.8188 -1.3337 0.4 -0.3 0.2
H -1.7765 -1.0014 0.5474 -0.1 0.1 -0.1
H -0.5147 -1.3215 3.3484 -0.2 -0.4 0.0
H 0.8464 -0.1954 1.5851 0.0 0.2 0.0
H 2.2108 1.3832 -1.6334 0.0 -0.1 0.7
H 1.7564 1.0664 -3.2106 0.1 -0.5 -0.3
H -2.2748 -1.3119 2.9188 0.0 -0.5 0.2
H -0.1796 1.7878 -1.7899 -0.6 0.2 -0.2
H -1.3396 0.4103 -1.5491 0.0 0.1 -0.3
H 2.7020 -0.1671 -2.2742 0.6 -0.3 -0.3
H -0.5929 -2.2048 1.0993 -0.1 0.0 -0.2
H -1.1756 1.3162 0.6470 -0.1 0.7 0.3
H -1.3380 0.1258 2.9052 -0.1 0.1 -0.2
H 0.6983 -0.6868 -0.0341 0.0 0.1 0.3
H 0.3711 -0.7776 -2.4465 -0.2 0.0 -0.1
H 0.6332 1.6591 0.3593 -0.3 0.8 0.4
```
Positions in Å, forces in eV/Å.

Output
- orbital gap (eV) = 10.9
- calculated total energy (eV) = -8401.9656
- max |F| (eV/Å) = 2.0
- total charge = +1
- energy relative to the best compared isomer or geometry (same formula, charge and spin) (kcal per mole) = 16.4
- SMILES = CC[NH2+]CCNC

***

DFT (ωB97M-V/def2-TZVPD) results for a gas-phase ion, C5H15N2O (charge +1).

Geometry as XYZ:
```
23
Properties=species:S:1:pos:R:3:forces:R:3
O -0.0795 -2.2994 -2.5395 -0.4 0.2 -0.4
N -0.5344 0.3505 1.4037 0.3 -0.1 -0.8
N -0.9607 -0.2050 -1.2516 -0.6 -0.4 -0.7
C 0.4574 -0.4554 0.6496 -0.4 1.0 1.1
C 0.5883 2.5392 0.8216 -0.8 -0.1 0.0
C -0.3085 -1.2378 -0.3985 1.5 -0.4 -0.3
C 0.6036 -2.0967 -1.3031 -1.4 0.2 -0.6
C -0.1071 1.6747 1.8826 0.5 0.2 0.4
H -1.0194 -0.1687 2.1238 0.2 0.0 0.0
H -1.4137 0.4503 -0.5964 0.2 0.3 -0.1
H 1.5970 2.2386 0.5497 0.0 -0.1 0.1
H 1.1076 0.2902 0.1930 0.0 -0.2 -0.4
H 0.6471 3.5671 1.1719 0.0 0.0 0.1
H -1.6185 -0.6168 -1.9155 -0.3 -0.2 0.4
H -1.0743 -1.8616 0.0619 -0.2 0.2 -0.1
H 0.7913 -3.0284 -0.7744 0.6 0.1 -0.1
H -0.0333 2.5540 -0.0761 0.1 0.1 -0.2
H 1.4643 -1.5174 -1.6446 0.4 -0.3 0.8
H 0.5568 1.6338 2.7578 0.0 -0.3 -0.1
H -0.4881 -3.1557 -2.6988 0.2 -0.2 0.5
H -0.3073 0.2271 -1.9101 0.3 0.4 0.6
H 1.1433 -1.0547 1.2565 -0.3 -0.3 0.0
H -1.0119 2.1722 2.2365 0.0 0.1 -0.2
```
Positions in Å, forces in eV/Å.

Output
- orbital gap (eV) = 10.1
- calculated total energy (eV) = -10449.3072
- max |F| (eV/Å) = 1.6
- total charge = +1
- energy relative to the best compared isomer or geometry (same formula, charge and spin) (kcal per mole) = 28.9
- SMILES = CCNC[C@@H]([NH3+])CO

***

DFT (ωB97M-V/def2-TZVPD) results for 2 unconnected molecules or ions with the total composition C5H15N2O.

Geometry as XYZ:
```
23
Properties=species:S:1:pos:R:3:forces:R:3
O -3.1770 -0.5601 2.0282 1.2 -9.7 5.6
N 0.1691 -0.8416 1.8318 -0.8 -0.5 1.6
N 1.7941 -0.2761 -0.5223 1.9 -0.3 0.9
C 0.0510 1.5241 1.3196 1.7 2.4 3.0
C -0.2918 0.3084 0.9947 -0.8 0.3 -1.3
C 0.7626 0.2141 -2.6591 4.2 -1.7 -1.6
C 0.5763 -0.3669 -1.2907 -2.1 -1.6 0.0
C -0.7928 0.0904 -0.4512 5.2 2.8 -0.2
H 0.0936 0.8064 -3.1255 -2.6 2.8 -0.5
H -3.2416 0.1736 1.6253 -0.2 8.0 -5.4
H 0.3961 -1.4683 -1.5085 0.4 1.1 0.8
H 0.6737 -0.5017 2.7178 -0.9 -0.4 -1.6
H 0.6661 1.8985 2.2305 -1.1 -1.4 -1.2
H -0.9601 1.1221 -0.9383 -0.6 -1.8 1.2
H 2.5682 -0.5385 -1.1455 -0.5 -0.6 0.3
H 1.8351 0.7125 -2.6864 -2.3 -0.8 -0.3
H 0.8733 -1.3034 1.2259 0.1 -0.2 0.1
H 0.7428 -0.5796 -3.4977 0.6 0.6 1.5
H -1.4962 -0.6360 -0.5565 -2.3 -1.7 -0.6
H -0.1796 2.4248 0.7669 -0.3 -0.5 -0.6
H -2.6466 -1.3018 1.6631 -1.1 1.6 -0.3
H -0.6083 -1.5326 2.2008 1.8 1.7 -1.1
H 2.1921 0.6317 -0.2229 -1.4 -0.1 -0.3
```
Positions in Å, forces in eV/Å.

Output
- orbital gap (eV) = 10.3
- calculated total energy (eV) = -10446.2317
- max |F| (eV/Å) = 11.3
- total charge = +1
- energy relative to the best compared isomer or geometry (same formula, charge and spin) (kcal per mole) = 99.8

***

DFT (ωB97M-V/def2-TZVPD) results for a molecular structure, C5H15N2O.

Geometry as XYZ:
```
23
Properties=species:S:1:pos:R:3:forces:R:3
O -3.2862 0.4907 -0.3633 0.1 0.3 0.8
N 1.5499 0.8627 1.1008 -2.2 -1.4 2.4
N -0.0484 -0.4434 2.4459 3.1 3.0 -2.9
C -0.0683 -2.0401 -0.6319 0.7 0.3 2.4
C -0.4206 -0.7250 -0.6543 -0.3 0.0 -1.3
C 1.7440 -0.1119 -1.8136 -0.5 -0.5 0.2
C 0.2834 0.2946 -1.5039 1.2 -0.2 0.3
C 0.6676 0.7907 2.1396 1.8 -0.3 -0.5
H -1.0021 1.3770 0.3062 0.9 -0.3 0.0
H 0.3537 1.1946 -0.9228 0.1 0.7 -0.3
H -0.3276 0.0120 1.4508 -2.2 -2.9 1.2
H -0.4957 -0.3855 3.3490 -1.4 0.7 -0.4
H 2.2698 0.6663 -2.3433 0.1 0.2 -0.2
H -4.0544 0.6884 0.2210 0.8 -0.1 -0.5
H -0.7742 -2.7896 -0.2515 0.5 0.2 -0.2
H 1.8323 -1.0629 -2.3655 -0.3 0.4 -0.1
H 2.2392 -0.2762 -0.8517 0.0 0.1 -0.3
H -1.4208 -0.4981 -0.4155 -1.2 -0.3 -0.3
H 0.3246 1.7439 2.5482 0.6 -0.2 1.1
H 2.4444 1.2512 1.4203 -0.3 1.0 -0.3
H 1.0119 -2.2310 -0.6380 -0.6 -0.6 -0.9
H -0.3591 0.4828 -2.3723 0.3 -0.1 -0.1
H -2.4634 0.7088 0.1459 -1.3 0.0 -0.2
```
Positions in Å, forces in eV/Å.

Output
- orbital gap (eV) = 4.6
- calculated total energy (eV) = -10437.7051
- max |F| (eV/Å) = 5.2
- total charge = +1
- energy relative to the best compared isomer or geometry (same formula, charge and spin) (kcal per mole) = 296.5

***

Number 1: E_LUMO -2.75 eV, E_HOMO -13.630 eV. Number 2: E_LUMO -3.02 eV, E_HOMO -13.148 eV. Number 3: E_LUMO -3.56 eV, E_HOMO -13.823 eV. Number 4: E_LUMO -9.07 eV, E_HOMO -13.707 eV.